Entry 1:
{
  "formula": "C3H33BeO14",
  "method": "ωB97M-V with the def2-TZVPD basis set",
  "elements": ["Be", "C", "C", "C", "O", "H", "H", "H", "H", "H", "H", "H", "O", "H", "H", "O", "H", "H", "O", "H", "H", "O", "H", "H", "O", "H", "H", "O", "H", "H", "O", "H", "H", "O", "H", "H", "O", "H", "H", "O", "H", "H", "O", "H", "H", "O", "H", "H", "O", "H", "H"],
  "coordinates": [[-0.6210, -0.2677, -2.6849], [-0.9828, -1.5406, 0.5691], [-0.0289, -0.4068, 0.1874], [1.4232, -0.9362, 0.3213], [-0.2765, -0.0049, -1.1494], [-0.4950, -2.2060, 1.2638], [-1.2437, -2.1345, -0.2585], [-1.9816, -1.3075, 0.9165], [-0.1166, 0.4261, 0.8088], [1.4909, -1.8108, -0.2948], [1.7796, -1.1964, 1.3364], [2.1955, -0.3132, -0.0555], [4.0241, -0.2803, 2.2695], [4.1761, 0.2808, 3.0132], [3.0887, -0.3206, 2.3974], [4.6920, -1.0175, -0.7906], [4.5591, -0.9352, 0.1726], [5.6192, -0.9299, -0.9773], [-0.8909, 3.0706, 0.6178], [-0.0818, 3.1328, 1.1283], [-1.0885, 3.9538, 0.5086], [-1.9059, -1.4420, -2.7131], [-2.5487, -1.4720, -3.5132], [-2.5969, -1.3043, -2.0660], [-4.1989, -1.4720, -1.1472], [-5.0776, -1.2650, -1.4531], [-4.3477, -1.4900, -0.2108], [-4.6219, -1.1232, 1.5312], [-5.3766, -0.5054, 1.4223], [-3.9255, -0.4971, 1.5280], [-1.0097, 1.0457, -3.6083], [-1.3269, 1.8703, -3.2766], [-0.6848, 1.2185, -4.4863], [-2.8195, 1.2390, 0.7933], [-2.9461, 0.9042, -0.1526], [-1.8674, 1.2495, 0.9020], [0.6393, -1.0483, -3.4023], [0.4329, -1.3697, -4.3063], [1.5962, -0.7789, -3.2895], [1.5381, 0.6163, 3.2529], [1.4863, 1.5477, 3.1611], [0.6148, 0.4155, 3.1586], [1.9376, 2.2466, 1.0398], [1.4675, 1.4057, 0.9973], [2.5374, 2.0662, 0.3404], [3.7007, 1.5735, -0.9337], [4.2882, 0.7857, -0.7261], [4.1424, 2.0638, -1.6024], [-1.1936, -0.3123, 3.2202], [-2.1127, -0.3002, 3.4632], [-1.0621, -1.1238, 2.7776]],
  "lowdin_charge": [0.0702, -0.0405, -0.4510, -0.0335, -0.1650, 0.0887, 0.0665, 0.0531, 0.0670, 0.0857, 0.0863, 0.0374, -0.0322, 0.0381, -0.0340, -0.0492, 0.0341, 0.0521, -0.0105, 0.0283, 0.0081, 0.0440, 0.1714, 0.0316, -0.0244, 0.0636, -0.0134, -0.0326, 0.0912, -0.0249, 0.1401, 0.1288, 0.1269, -0.0723, 0.0737, -0.0138, 0.0813, 0.1423, 0.1778, -0.0209, 0.0307, -0.0028, -0.0382, -0.0049, -0.0260, -0.0577, 0.0387, 0.0345, -0.0032, 0.0598, -0.0011],
  "multiplicity": 1,
  "charge": 1,
  "lumo_ev": -3.8,
  "gap_ev": 8.45,
  "e_homo_ha": -0.4510,
  "relative_energy_kj_mol": 39.88,
  "total_energy_ha": -1202.0892
}



Entry 2:
{
  "formula": "C9H17N",
  "method": "ωB97M-V with the def2-TZVPD basis set",
  "elements": ["C", "C", "C", "C", "C", "C", "C", "C", "C", "N", "H", "H", "H", "H", "H", "H", "H", "H", "H", "H", "H", "H", "H", "H", "H", "H", "H"],
  "coordinates": [[0.4177, -0.6286, 0.1351], [-0.3728, 0.5345, 0.5910], [0.2817, -1.2926, -1.2196], [-1.0830, 0.3082, 1.9137], [3.0583, -0.9631, 0.8114], [-2.8818, 0.1909, -0.5331], [2.0425, -0.0187, 0.2227], [-1.5242, 0.8111, -0.6453], [-1.2091, 1.6862, -1.5871], [2.3099, 1.0643, -0.3565], [0.3887, -1.4167, 0.8944], [0.1619, 1.4831, 0.6330], [3.3067, 1.2991, -0.3924], [1.0639, -2.0400, -1.3486], [0.3976, -0.5710, -2.0235], [-0.6658, -1.8222, -1.2926], [-0.3548, 0.3177, 2.7244], [-1.8046, 1.1033, 2.0939], [-1.6152, -0.6410, 1.9318], [2.9243, -1.0031, 1.8936], [4.0804, -0.6308, 0.6120], [2.9297, -1.9689, 0.4136], [-3.5123, 0.4790, -1.3763], [-2.8172, -0.8959, -0.4822], [-3.3907, 0.5234, 0.3730], [-0.1995, 2.0613, -1.6694], [-1.9322, 2.0306, -2.3169]],
  "lowdin_charge": [-0.2719, -0.3003, -0.0676, -0.0788, -0.0510, -0.0776, -0.3336, -0.2942, 0.0201, 0.1331, 0.1211, 0.1110, 0.0598, 0.0751, 0.0772, 0.0772, 0.0794, 0.0789, 0.0783, 0.0793, 0.0727, 0.0741, 0.0772, 0.0746, 0.0719, 0.0554, 0.0585],
  "multiplicity": 1,
  "lumo_ev": 0.9,
  "gap_ev": 9.87,
  "e_homo_ha": -0.3279,
  "smiles": "[H]/N=C(\\C)[C@H](C)[C@H](C)C(=C)C",
  "relative_energy_kj_mol": 111.02,
  "total_energy_ha": -407.8111
}



What did the first record say?
{
  "formula": "C3H33BeO14",
  "method": "ωB97M-V with the def2-TZVPD basis set",
  "elements": ["Be", "C", "C", "C", "O", "H", "H", "H", "H", "H", "H", "H", "O", "H", "H", "O", "H", "H", "O", "H", "H", "O", "H", "H", "O", "H", "H", "O", "H", "H", "O", "H", "H", "O", "H", "H", "O", "H", "H", "O", "H", "H", "O", "H", "H", "O", "H", "H", "O", "H", "H"],
  "coordinates": [[-0.6210, -0.2677, -2.6849], [-0.9828, -1.5406, 0.5691], [-0.0289, -0.4068, 0.1874], [1.4232, -0.9362, 0.3213], [-0.2765, -0.0049, -1.1494], [-0.4950, -2.2060, 1.2638], [-1.2437, -2.1345, -0.2585], [-1.9816, -1.3075, 0.9165], [-0.1166, 0.4261, 0.8088], [1.4909, -1.8108, -0.2948], [1.7796, -1.1964, 1.3364], [2.1955, -0.3132, -0.0555], [4.0241, -0.2803, 2.2695], [4.1761, 0.2808, 3.0132], [3.0887, -0.3206, 2.3974], [4.6920, -1.0175, -0.7906], [4.5591, -0.9352, 0.1726], [5.6192, -0.9299, -0.9773], [-0.8909, 3.0706, 0.6178], [-0.0818, 3.1328, 1.1283], [-1.0885, 3.9538, 0.5086], [-1.9059, -1.4420, -2.7131], [-2.5487, -1.4720, -3.5132], [-2.5969, -1.3043, -2.0660], [-4.1989, -1.4720, -1.1472], [-5.0776, -1.2650, -1.4531], [-4.3477, -1.4900, -0.2108], [-4.6219, -1.1232, 1.5312], [-5.3766, -0.5054, 1.4223], [-3.9255, -0.4971, 1.5280], [-1.0097, 1.0457, -3.6083], [-1.3269, 1.8703, -3.2766], [-0.6848, 1.2185, -4.4863], [-2.8195, 1.2390, 0.7933], [-2.9461, 0.9042, -0.1526], [-1.8674, 1.2495, 0.9020], [0.6393, -1.0483, -3.4023], [0.4329, -1.3697, -4.3063], [1.5962, -0.7789, -3.2895], [1.5381, 0.6163, 3.2529], [1.4863, 1.5477, 3.1611], [0.6148, 0.4155, 3.1586], [1.9376, 2.2466, 1.0398], [1.4675, 1.4057, 0.9973], [2.5374, 2.0662, 0.3404], [3.7007, 1.5735, -0.9337], [4.2882, 0.7857, -0.7261], [4.1424, 2.0638, -1.6024], [-1.1936, -0.3123, 3.2202], [-2.1127, -0.3002, 3.4632], [-1.0621, -1.1238, 2.7776]],
  "lowdin_charge": [0.0702, -0.0405, -0.4510, -0.0335, -0.1650, 0.0887, 0.0665, 0.0531, 0.0670, 0.0857, 0.0863, 0.0374, -0.0322, 0.0381, -0.0340, -0.0492, 0.0341, 0.0521, -0.0105, 0.0283, 0.0081, 0.0440, 0.1714, 0.0316, -0.0244, 0.0636, -0.0134, -0.0326, 0.0912, -0.0249, 0.1401, 0.1288, 0.1269, -0.0723, 0.0737, -0.0138, 0.0813, 0.1423, 0.1778, -0.0209, 0.0307, -0.0028, -0.0382, -0.0049, -0.0260, -0.0577, 0.0387, 0.0345, -0.0032, 0.0598, -0.0011],
  "multiplicity": 1,
  "charge": 1,
  "lumo_ev": -3.8,
  "gap_ev": 8.45,
  "e_homo_ha": -0.4510,
  "relative_energy_kj_mol": 39.88,
  "total_energy_ha": -1202.0892
}